P:
Molecular formula: C22H35NO2P2S2Tc
Method: DFT, the ωB97M-V functional and the def2-TZVPD basis

Cartesian coordinates (Å):
P 0.56188 -2.09926 -0.20821
P 0.19853 1.82140 0.78657
C 1.23513 0.31996 -1.29774
C 1.31592 1.64571 -0.73247
H 0.76886 0.28939 -2.39160
H 2.10827 0.00391 -1.80678
H 2.41103 1.87441 -0.45028
H 1.13995 2.52817 -1.41414
C -1.14191 2.85261 0.03741
H -1.33656 3.63442 0.77538
H -2.08192 2.31954 -0.16255
H -0.79815 3.32584 -0.89637
C 1.31142 3.10502 1.26665
H 1.26880 3.89920 0.50855
H 2.32777 2.68512 1.29601
H 1.06682 3.47774 2.24899
C -0.67600 -3.30080 -0.77725
H -0.75413 -3.99946 0.06544
H -0.41829 -3.81986 -1.68987
H -1.69550 -2.85541 -0.90488
C 2.27084 -2.58444 -0.62311
H 2.92577 -1.80234 -0.18690
H 2.52851 -2.66787 -1.69654
H 2.48463 -3.53933 -0.11945
Tc -0.62405 -0.41854 -1.87035
C 0.08994 1.41324 -3.66334
C -1.16407 1.27477 -3.05047
C -2.32832 0.73789 -3.91760
C -1.98805 -0.68181 -4.31999
C -1.24488 -1.46332 -3.27141
C 0.17791 -1.58940 -3.20597
C 1.07503 -0.95455 -4.25344
C 0.71390 0.53755 -4.66555
C 0.59283 -2.46462 1.62408
H 0.82100 2.09987 -3.21482
H -1.49892 2.09292 -2.37269
H -2.48375 1.31992 -4.84855
H -3.24228 0.77008 -3.30878
H -2.90607 -1.27058 -4.47588
H -1.38172 -0.72986 -5.23678
H -1.86746 -2.10620 -2.65423
H 0.71562 -2.39511 -2.65513
H 1.07817 -1.54954 -5.18832
H 2.12761 -1.01945 -3.91331
H 1.70640 0.96949 -4.95555
H 0.09045 0.46114 -5.57192
H 1.22862 -1.71035 2.09772
H 0.93677 -3.46528 1.89614
H -0.46128 -2.39042 1.89344
O 1.92474 2.13133 3.99758
S 1.32128 0.84808 3.75789
O 2.16034 -0.27746 3.43600
N 0.07073 1.01544 2.59620
C -1.07611 0.34347 2.97045
S -2.08986 -0.12255 1.67952
C -1.08614 0.12264 4.43758
C -2.08654 -0.13229 5.43094
C -1.83714 -0.03010 6.81824
C -0.54938 0.26127 7.27846
C 0.47547 0.44047 6.34364
C 0.17596 0.38581 4.97762
H -3.10793 -0.37682 5.15197
H -2.62508 -0.17387 7.56976
H -0.34786 0.34740 8.35566
H 1.49245 0.63565 6.67440

- Multiplicity: 4
- Expectation value of S²: 3.770
- Net charge: +2

Q:
Molecular formula: C22H35NO2P2S2Tc
Method: DFT, the ωB97M-V functional and the def2-TZVPD basis

Cartesian coordinates (Å):
P -2.05124 -0.54547 0.09964
P 1.68317 0.74578 0.90779
C 0.49610 -1.96449 0.38284
C 1.60383 -1.15238 0.95429
H 1.01862 -2.75971 -0.23711
H -0.02047 -2.55890 1.16841
H 1.68119 -1.50710 2.00350
H 2.54519 -1.49425 0.44716
C 2.79491 1.09051 -0.49725
H 3.49351 1.87446 -0.18094
H 2.25824 1.39108 -1.40250
H 3.37689 0.18530 -0.73464
C 2.88868 0.66221 2.23795
H 3.75811 0.16789 1.78821
H 2.45349 0.05310 3.03748
H 3.12804 1.67312 2.55797
C -3.23331 -0.48898 -1.26259
H -4.07806 0.08972 -0.88369
H -3.57127 -1.46511 -1.61066
H -2.79888 0.04121 -2.11742
C -2.53093 -2.00688 1.09614
H -1.84941 -2.02959 1.95932
H -2.43098 -2.96455 0.57039
H -3.56682 -1.85083 1.42612
Tc 0.18101 -1.50078 -1.56224
C 1.75782 -2.73215 -1.88588
C 1.79673 -1.59336 -2.73754
C 1.28683 -1.65445 -4.13865
C -0.08523 -2.34891 -4.28098
C -1.01289 -2.02757 -3.13854
C -1.15133 -2.87515 -1.97918
C -0.36656 -4.13854 -1.78327
C 1.13315 -4.09125 -2.17421
C -2.66465 0.79390 1.17896
H 2.66049 -2.81838 -1.26370
H 2.53002 -0.83013 -2.45398
H 2.10310 -2.16437 -4.64480
H 1.32310 -0.64821 -4.57310
H -0.49433 -1.94973 -5.21359
H 0.09153 -3.42387 -4.41468
H -1.80917 -1.34501 -3.41935
H -2.10891 -2.87701 -1.47612
H -0.85200 -4.90412 -2.39579
H -0.46041 -4.46484 -0.72828
H 1.66735 -4.81630 -1.53595
H 1.28601 -4.49085 -3.18803
H -2.11877 0.87132 2.11530
H -3.70263 0.48014 1.42125
H -2.63544 1.74773 0.66790
O 1.53071 2.19972 4.17587
S 0.33061 2.22456 3.38084
O -0.71228 1.26646 3.64878
N 0.75987 2.15224 1.69010
C 0.02066 3.04927 0.93952
S -0.24308 2.65277 -0.66478
C -0.39056 4.15910 1.76001
C -0.82201 5.44668 1.39750
C -0.96410 6.40907 2.40014
C -0.79235 6.08361 3.76243
C -0.46583 4.76976 4.12362
C -0.25412 3.84979 3.11905
H -0.98234 5.63188 0.33407
H -1.18292 7.44308 2.12840
H -0.89197 6.83991 4.54740
H -0.34371 4.43785 5.15108

- Multiplicity: 4
- Expectation value of S²: 4.080
- Net charge: +2

Energy ordering: Q at the bottom, the next structure 47.6 kJ/mol above.

P:
Molecular formula: C9H16N2O6
Method: DFT, the ωB97M-V functional and the def2-TZVPD basis

Cartesian coordinates (Å):
C -2.48021 -0.50230 -2.14566
C -2.27770 0.06690 -0.68629
O -2.19628 -1.13575 0.08503
C -1.01560 0.93935 -0.68502
N -0.68263 1.22602 0.61558
C 0.39913 1.06980 1.52690
O 0.31518 1.37425 2.62844
C 1.63132 0.49866 0.77841
N 2.37158 1.54280 0.46187
C 2.33162 -0.64680 1.58422
C 1.61547 -1.98196 1.52618
C 1.43694 -2.72368 0.14734
O 2.05918 -2.30864 -0.87641
O 0.89141 -3.93938 0.08287
C -1.40872 2.23346 -1.38531
O -1.46587 2.16408 -2.55551
O -1.38992 3.26724 -0.52351
H -3.41524 -0.97758 -2.26187
H -1.63954 -1.21871 -2.20850
H -2.44602 0.12616 -2.99923
H -3.08754 0.68354 -0.48115
H -1.93651 -0.75865 0.92261
H -0.27938 0.49515 -1.43332
H -1.28306 1.98659 1.12509
H 1.22518 -0.07719 -0.13855
H 2.95402 1.94175 1.25692
H 1.88785 2.29661 -0.01569
H 2.45489 -0.32126 2.59718
H 3.16378 -0.70827 0.86532
H 0.54530 -1.82761 1.84798
H 1.99489 -2.82059 2.14242
H 1.15405 -4.15958 -0.84659
H -1.42758 4.19557 -0.95178

- Multiplicity: 1
- SMILES: C[C@@H](O)[C@H](NC(=O)[C@@H](N)CCC(=O)O)C(=O)O
- Net charge: 0

Q:
Molecular formula: C9H16N2O6
Method: DFT, the ωB97M-V functional and the def2-TZVPD basis

Cartesian coordinates (Å):
C 2.44187 -0.90730 2.06756
C 2.65660 0.21934 1.06235
O 3.79752 -0.01496 0.20102
C 1.59230 0.35390 0.05470
N 1.42493 -0.84574 -0.73111
C 0.24131 -1.39702 -1.12419
O 0.18067 -2.29380 -1.96959
C -1.11004 -0.97706 -0.49332
N -1.06049 -0.81038 0.94980
C -1.83870 0.12481 -1.21448
C -3.37046 0.13726 -1.06384
C -3.80822 0.62722 0.28148
O -4.22149 -0.11061 1.15635
O -3.57217 1.91142 0.50464
C 1.82510 1.57578 -0.73631
O 2.27144 2.60594 -0.26075
O 1.56218 1.47992 -2.05041
H 2.44142 -1.87264 1.53267
H 3.33215 -0.88762 2.74779
H 1.53746 -0.73386 2.64480
H 2.79647 1.16188 1.56609
H 4.59447 0.30915 0.64351
H 0.64358 0.45708 0.66476
H 2.25259 -1.20588 -1.23182
H -1.57754 -1.92237 -0.80149
H -1.96298 -0.87685 1.41169
H -0.45242 -1.54863 1.35151
H -1.39113 1.05669 -0.88961
H -1.60796 -0.08045 -2.28342
H -3.71487 -0.87583 -1.12874
H -3.87816 0.77123 -1.79864
H -3.95580 2.18742 1.36378
H 1.93038 2.38194 -2.42680

- Multiplicity: 1
- SMILES: C[C@@H](O)[C@H](NC(=O)[C@@H](N)CCC(=O)O)C(=O)O
- Net charge: 0

Energy ordering: Q at the bottom, the next structure 264.2 kJ/mol above.

P:
Molecular formula: C3H5BO2
Method: DFT, the ωB97M-V functional and the def2-TZVPD basis

Cartesian coordinates (Å):
O 2.00103 1.44401 0.00326
C 1.70326 0.29955 -0.22209
C 0.78461 -0.55237 0.60110
C -0.50052 -0.60726 -0.21038
B -1.64807 0.17789 -0.05751
O -2.76720 0.81326 0.08949
H 2.06014 -0.20278 -1.14579
H 1.19900 -1.55658 0.72318
H 0.61365 -0.09629 1.57456
H -0.49455 -1.35518 -0.99164
H -2.95135 1.63576 -0.36419

- Multiplicity: 1
- SMILES: O=CC/C=B/O
- Net charge: 0

Q:
Molecular formula: C3H5BO2
Method: DFT, the ωB97M-V functional and the def2-TZVPD basis

Cartesian coordinates (Å):
C -3.07002 0.32334 0.21393
C -1.89142 0.18275 -0.05175
B -0.26958 -0.03530 -0.08553
O -0.13677 -1.33530 -0.03063
C 1.38782 0.76061 -0.24926
O 2.32068 -0.21135 0.16232
H -4.09056 0.16305 0.45382
H 0.73531 -1.72275 -0.27515
H 1.40619 1.09749 -1.35485
H 1.70384 1.54805 0.44254
H 1.90450 -0.77058 0.77455

- Multiplicity: 1
- SMILES: C#CB(O)CO
- Net charge: 0

Energy ordering: P at the bottom, the next structure 130.3 kJ/mol above.

P:
Molecular formula: C3H3ClO2S
Method: DFT, the ωB97M-V functional and the def2-TZVPD basis

Cartesian coordinates (Å):
O -1.46451 -0.01158 -0.95953
C -0.60273 0.69563 -0.49349
S -0.26831 2.35310 -0.97527
C 0.45187 0.15841 0.45098
O 1.21514 0.97818 0.84940
C 0.36748 -1.36113 0.70367
Cl 1.90196 -2.00664 0.16608
H -1.33819 2.46723 -1.62714
H -0.50799 -1.72176 0.08467
H 0.24528 -1.55145 1.80062

- Multiplicity: 1
- SMILES: O=C(S)C(=O)CCl
- Net charge: 0

Q:
Molecular formula: C3H3ClO2S
Method: DFT, the ωB97M-V functional and the def2-TZVPD basis

Cartesian coordinates (Å):
C 1.89884 0.30226 -1.28438
C 4.59976 0.19000 0.06979
C -0.33857 0.00117 -0.24372
O 1.79757 1.11216 -2.16378
O 1.16702 -0.21256 -0.38576
S 5.19786 1.24709 1.10648
Cl 4.96804 -1.43891 -0.02680
H -0.76826 -1.01934 -0.38933
H -0.63237 0.60911 -1.07617
H -0.42128 0.19234 0.84739

- Multiplicity: 1
- Net charge: 0

Energy ordering: P at the bottom, the next structure 381.5 kJ/mol above.

P:
Molecular formula: C2F2O
Method: DFT, the ωB97M-V functional and the def2-TZVPD basis

Cartesian coordinates (Å):
C 0.44344 0.25736 0.01917
C -0.34147 -0.86484 0.55678
O 1.58784 0.47217 -0.18351
F -1.29594 -1.19424 -0.23672
F -0.39387 1.32955 -0.15571

- Multiplicity: 1
- Net charge: 0

Q:
Molecular formula: C2F2O
Method: DFT, the ωB97M-V functional and the def2-TZVPD basis

Cartesian coordinates (Å):
C 0.01858 -0.26853 0.09097
C 0.83843 0.43761 0.75458
O -0.55787 -1.03498 -0.69115
F 1.01879 1.13241 1.89824
F -1.31793 -0.26650 -2.05264

- Multiplicity: 1
- Net charge: 0

Energy ordering: P at the bottom, the next structure 388.5 kJ/mol above.

P:
Molecular formula: C2H9BN2O2
Method: DFT, the ωB97M-V functional and the def2-TZVPD basis

Cartesian coordinates (Å):
B -1.01130 0.07099 2.01468
C 1.39988 -1.02065 -0.96697
C -0.60083 0.30427 -1.51605
N 1.10991 1.25531 -0.52750
N 0.63334 0.26529 -1.13417
O -0.85464 1.30205 1.42624
O -2.22886 -0.50069 2.25631
H 0.74331 -1.97068 -1.33972
H 2.21957 -1.09289 -1.69246
H 1.54308 -1.11442 0.05506
H -0.82516 -0.62252 -2.06081
H -1.08512 1.15491 -1.87983
H -0.05486 -0.39172 2.49094
H 1.99940 1.19584 -0.00865
H -0.01221 1.37672 1.08153
H -2.97550 -0.21181 1.80139

- Multiplicity: 1
- Net charge: 0

Q:
Molecular formula: C2H9BN2O2
Method: DFT, the ωB97M-V functional and the def2-TZVPD basis

Cartesian coordinates (Å):
B -0.96784 -1.14545 0.62271
C 0.61095 0.97001 -1.47185
C 0.40481 -1.70849 0.69285
N 1.18231 1.40503 0.70585
N 1.40764 0.70640 -0.38295
O -1.16493 0.14736 1.18008
O -1.91230 -1.56831 -0.27869
H 1.10678 1.82288 -1.99283
H 0.57142 0.21011 -2.28952
H -0.44843 1.14016 -1.23305
H 0.99881 -1.60144 1.62118
H 0.73929 -2.64709 0.20828
H 0.07328 1.29007 0.84808
H 1.62022 1.13990 1.56615
H -2.02339 0.65126 0.88242
H -2.19862 -0.81240 -0.67873

- Multiplicity: 1
- Net charge: 0

Energy ordering: P at the bottom, the next structure 99.3 kJ/mol above.

P:
Molecular formula: C2HO2S2
Method: DFT, the ωB97M-V functional and the def2-TZVPD basis

Cartesian coordinates (Å):
O -2.62051 -1.48102 0.92764
C -2.28892 -1.23158 -0.26662
O -1.98134 -1.83307 -1.24631
C -2.25653 0.22945 -0.18371
S -3.31962 1.42968 -0.00052
S -0.42084 0.89133 0.24246
H 0.57111 0.04092 0.73830

- Multiplicity: 1
- SMILES: O=C([O-])C(=S)S
- Net charge: -1

Q:
Molecular formula: C2HO2S2
Method: DFT, the ωB97M-V functional and the def2-TZVPD basis

Cartesian coordinates (Å):
C 0.94508 0.44477 -0.63245
C -0.14233 -0.26818 0.17953
O 0.73330 1.67248 -0.48739
O 1.64068 -0.19280 -1.37866
S -0.80453 0.33272 1.74802
S -1.86137 0.20036 0.06859
H -0.51084 -2.18934 0.50237

- Multiplicity: 1
- Net charge: -1

Energy ordering: P at the bottom, the next structure 283.1 kJ/mol above.

P:
Molecular formula: C27H29BrN2OS
Method: DFT, the ωB97M-V functional and the def2-TZVPD basis

Cartesian coordinates (Å):
O -1.10455 1.72296 -1.01257
C -0.27462 1.03911 -1.58534
C 0.93586 1.68140 -2.23434
C 2.22552 1.34574 -1.47193
N 2.80242 0.09606 -1.92470
C 4.22148 -0.05197 -1.68895
C 4.67655 -0.34969 -0.24161
C 4.38853 0.76893 0.71679
C 5.05018 1.98558 0.59232
C 4.77988 3.02968 1.45752
C 3.84765 2.86998 2.46860
C 3.19406 1.65842 2.61084
C 3.46227 0.61615 1.74129
C 2.01956 -1.06063 -1.54838
C 0.68515 -1.09104 -2.30348
N -0.35899 -0.31014 -1.67113
C -1.32946 -1.08446 -0.89183
C -2.68130 -0.38714 -0.75019
S -3.90341 -1.66185 -0.27648
C -5.40459 -0.75338 -0.11188
C -6.53545 -1.49122 0.23853
C -7.75842 -0.87266 0.38667
C -7.85133 0.49546 0.18314
Br -9.53718 1.36033 0.38307
C -6.73943 1.24112 -0.16292
C -5.51311 0.61761 -0.31164
C -0.75459 -1.44931 0.46015
C -0.38646 -0.45425 1.35858
C 0.15607 -0.78976 2.58577
C 0.34047 -2.11923 2.92746
C -0.02620 -3.11395 2.03779
C -0.57089 -2.77987 0.80996
H 0.76764 2.75826 -2.18807
H 1.04015 1.38848 -3.27865
H 2.01086 1.34492 -0.39115
H 2.95571 2.13466 -1.66383
H 4.56462 -0.87537 -2.32505
H 4.70655 0.86262 -2.03742
H 5.75496 -0.52481 -0.27612
H 4.19908 -1.26774 0.10540
H 5.78752 2.11253 -0.18809
H 5.30067 3.96956 1.34568
H 3.63561 3.68410 3.14553
H 2.47359 1.52480 3.40438
H 2.94349 -0.32620 1.85940
H 1.81031 -1.10135 -0.46618
H 2.58987 -1.95105 -1.82360
H 0.85183 -0.73416 -3.32327
H 0.33665 -2.12333 -2.36145
H -1.50921 -2.00843 -1.45771
H -2.66075 0.37605 0.02278
H -2.98648 0.04295 -1.70381
H -6.44140 -2.55508 0.39224
H -8.63234 -1.44487 0.65697
H -6.82384 2.30587 -0.31746
H -4.65828 1.21576 -0.58083
H -0.52070 0.58398 1.09506
H 0.43248 -0.00940 3.27896
H 0.76686 -2.37842 3.88538
H 0.11145 -4.15274 2.29917
H -0.86258 -3.55956 0.12064

- Multiplicity: 1
- SMILES: O=C1CCN(CCc2ccccc2)CCN1[C@H](CSc1ccc(Br)cc1)c1ccccc1
- Net charge: 0

Q:
Molecular formula: C27H29BrN2OS
Method: DFT, the ωB97M-V functional and the def2-TZVPD basis

Cartesian coordinates (Å):
O 0.36859 -3.26679 -1.42663
C -0.26228 -2.36334 -0.91225
C -1.72615 -2.13890 -1.23208
C -1.94221 -0.84812 -2.05066
N -1.97686 0.38962 -1.31644
C -3.24785 0.88207 -0.85888
C -3.92029 0.17605 0.34412
C -5.22853 0.84580 0.64124
C -5.28783 1.92732 1.51129
C -6.48658 2.57326 1.75397
C -7.64416 2.14771 1.12524
C -7.59535 1.07344 0.25339
C -6.39529 0.42924 0.01253
C -0.80641 0.67623 -0.53273
C -0.41857 -0.37602 0.52920
N 0.30169 -1.50075 -0.02735
C 1.73525 -1.62614 0.22909
C 2.01787 -1.82090 1.71909
S 3.59941 -2.70000 1.98596
C 4.72095 -1.41638 1.46062
C 5.39923 -1.55145 0.25938
C 6.21502 -0.53034 -0.18941
C 6.34473 0.61356 0.57905
Br 7.40652 2.05091 -0.06718
C 5.70820 0.74039 1.80211
C 4.89608 -0.28631 2.24469
C 2.48138 -0.48826 -0.43375
C 2.69942 0.74320 0.17055
C 3.36565 1.75153 -0.50438
C 3.81670 1.54903 -1.79607
C 3.58840 0.33157 -2.41480
C 2.92500 -0.67561 -1.73922
H -2.31847 -2.12433 -0.31742
H -2.04231 -2.99165 -1.83478
H -2.88392 -0.93208 -2.59711
H -1.13235 -0.77908 -2.78864
H -3.11653 1.93803 -0.60113
H -3.94003 0.83695 -1.70558
H -3.26834 0.24056 1.21704
H -4.09163 -0.87344 0.10060
H -4.38700 2.26225 2.00677
H -6.51802 3.41043 2.43608
H -8.58083 2.65042 1.31507
H -8.49532 0.73582 -0.23958
H -6.36314 -0.41098 -0.66699
H -0.96271 1.63596 -0.03547
H 0.04512 0.78427 -1.21729
H 0.22797 0.09739 1.26656
H -1.31080 -0.73365 1.05130
H 2.01406 -2.55906 -0.27865
H 2.05295 -0.89280 2.28647
H 1.26461 -2.47956 2.15131
H 5.27297 -2.44713 -0.32794
H 6.73166 -0.61551 -1.13267
H 5.84153 1.63118 2.39665
H 4.39264 -0.20636 3.19648
H 2.36361 0.93414 1.17958
H 3.53380 2.70007 -0.01564
H 4.34360 2.33524 -2.31543
H 3.93106 0.16513 -3.42521
H 2.74408 -1.62387 -2.22407

- Multiplicity: 1
- SMILES: O=C1CCN(CCc2ccccc2)CCN1[C@H](CSc1ccc(Br)cc1)c1ccccc1
- Net charge: 0

Energy ordering: P at the bottom, the next structure 8.8 kJ/mol above.